(1)
ORCA calculation (ωB97M-V with the def2-TZVPD basis set) on a molecular structure, C7H9N.

Last column: Löwdin charge in e.
Cartesian coordinates (Å):
C1 -1.0716 -1.6304 1.5179  -0.042
C2 1.5998 0.8219 0.0221  -0.031
C3 -0.9564 -0.1626 1.2787  -0.307
C4 0.2731 0.3936 -0.3549  -0.141
C5 -0.8836 0.1408 -0.6685  0.055
N1 -1.1282 0.8365 1.9939  0.166
C6 0.0168 0.6359 -2.8797  -0.216
C7 1.0382 0.7726 -3.5517  -0.176
H1 -1.4277 0.6164 2.9513  0.086
H2 -1.8278 -0.1250 -1.0847  0.098
H3 -1.3990 -1.8339 2.5415  0.085
H4 -0.1073 -2.1120 1.3428  0.093
H5 -1.7813 -2.0785 0.8194  0.090
H6 1.9855 1.3863 -0.8294  0.092
H7 1.5456 1.4673 0.9009  0.097
H8 2.2578 -0.0271 0.2123  0.100
H9 1.8661 0.8983 -4.2120  -0.049

Atoms 1-3, force components in eV/Å:
0.0 -0.1 0.0
0.2 0.0 0.0
0.2 0.3 -0.5

As for the total energy: -8885.9452 eV. Its LUMO energy is -0.264 eV. Its energy relative to the best compared isomer or geometry (same formula, charge and spin) is 888.74 kJ/mol. The max |F| comes out at 0.6 eV Å⁻¹. As for the HOMO energy: -7.58 eV.

(2)
ORCA calculation (ωB97M-V with the def2-TZVPD basis set) on 2 unconnected molecules or ions with the total composition C2H8O2 at a distorted geometry.

Last column: natural (NBO) charge in e.
Cartesian coordinates (Å):
C1 -1.7390 1.7935 -0.3283  -0.250
O1 -2.3900 0.6687 0.2306  -0.737
H1 -0.8904 2.0671 0.2903  0.174
H2 -1.4585 1.4937 -1.3450  0.177
H3 -2.4376 2.6007 -0.5930  0.166
H4 -3.1411 0.8442 0.8001  0.471
C2 2.4424 -1.0173 -0.3901  -0.260
O2 1.5716 -1.6707 0.5891  -0.733
H5 1.7143 -0.3764 -0.8868  0.197
H6 2.7297 -1.7488 -1.1518  0.162
H7 3.3143 -0.6640 0.1503  0.176
H8 2.0425 -2.4235 0.9752  0.457

Atoms 1-3, force components in eV/Å:
-1.0 -0.3 -0.9
0.0 -0.7 -0.1
0.1 0.4 -0.2

The SMILES is CO.CO. As for the total energy: -6297.2444 eV. Its LUMO energy is 0.981 eV. Its energy relative to the best compared isomer or geometry (same formula, charge and spin) is 112.49 kJ/mol. The max |F| comes out at 2.5 eV Å⁻¹. As for the HOMO energy: -10.28 eV.

(3)
ORCA calculation (ωB97M-V with the def2-TZVPD basis set) on a molecular structure, C38H41N8O3RuS.

Last column: Löwdin spin population.
Cartesian coordinates (Å):
Ru1 -0.3213 -0.1871 0.2669  3.957
C1 0.6826 2.4927 3.2884  -0.001
C2 1.7247 3.0511 2.3116  0.001
C3 1.7596 2.3349 0.9429  0.010
N1 0.4209 2.0074 0.5018  0.115
C4 -0.4192 2.9663 0.1952  0.001
C5 0.0034 4.2714 -0.1710  0.041
C6 -0.6664 5.4744 -0.1880  -0.002
C7 -1.9483 5.7662 0.2667  0.044
C8 -2.9027 4.8391 0.6533  -0.002
C9 -2.8804 3.4607 0.5595  0.044
C10 -1.8403 2.5643 0.2115  0.005
N2 -2.0414 1.2867 0.0482  0.131
C11 -3.3714 0.7462 -0.0711  0.011
C12 -3.2923 -0.7249 -0.5035  0.004
C13 -3.0903 -1.6827 0.6529  0.009
N3 -1.9716 -1.2377 1.4446  0.101
C14 -1.6501 -1.8930 2.5257  0.007
C15 -2.2558 -3.1389 2.8570  0.022
C16 -2.4301 -3.7727 4.0652  0.001
C17 -2.0607 -3.3358 5.3333  0.026
C18 -1.2157 -2.2726 5.5974  0.002
C19 -0.5078 -1.4527 4.7335  0.030
C20 -0.5682 -1.2812 3.3260  0.005
N4 0.2724 -0.5341 2.6447  0.105
C21 1.4165 0.0320 3.3415  0.009
C22 1.1621 1.3229 4.1366  0.001
H1 0.3703 3.2960 3.9596  0.000
H2 -0.1996 2.1714 2.7348  -0.001
H3 1.4882 4.1026 2.1377  0.000
H4 2.7238 3.0077 2.7561  0.000
H5 2.3083 2.9682 0.2353  0.002
H6 2.3217 1.4062 1.0172  0.001
H7 1.0374 4.3171 -0.4939  0.002
H8 -0.0896 6.3239 -0.5385  -0.001
H9 -2.2243 6.8120 0.3214  0.003
H10 -3.8273 5.2571 1.0380  -0.001
H11 -3.8019 2.9718 0.8517  0.003
H12 -3.9292 0.7987 0.8734  0.001
H13 -3.9245 1.3084 -0.8326  0.002
H14 -4.2266 -0.9944 -1.0119  0.001
H15 -2.1239 -0.1163 -1.9443  0.000
H16 -3.9970 -1.7380 1.2669  0.002
H17 -2.9049 -2.6683 0.2058  0.000
H18 -2.6855 -3.6522 2.0051  0.001
H19 -2.9818 -4.7067 4.0336  0.000
H20 -2.4404 -3.8945 6.1797  0.002
H21 -1.0275 -2.0841 6.6498  -0.001
H22 0.1751 -0.7898 5.2424  0.002
H23 1.8392 -0.7127 4.0302  0.002
H24 2.1864 0.2443 2.5989  0.001
H25 0.4098 1.1508 4.9085  0.000
H26 2.0959 1.5850 4.6453  0.000
O1 -2.1948 -0.9240 -1.3645  0.069
S1 -0.4888 1.0699 -3.4223  0.011
O2 -1.8852 1.1853 -2.9164  0.002
N5 0.3886 0.3874 -2.1951  0.062
C23 1.7381 0.4232 -2.3573  0.003
C24 2.4133 0.8938 -3.4953  0.003
C25 3.8045 0.8866 -3.5946  0.000
C26 4.5956 0.3861 -2.5927  0.002
C27 3.9828 -0.1420 -1.4433  0.002
C28 4.7164 -0.7499 -0.4004  0.003
C29 4.0635 -1.3224 0.6542  0.002
C30 2.6643 -1.2588 0.6980  0.010
N6 1.9532 -0.6583 -0.2309  0.069
C31 2.5657 -0.1193 -1.3114  0.006
C32 -0.6204 -0.3135 -4.6197  0.001
C33 -0.7839 0.0050 -5.9590  0.001
C34 -1.0693 -0.9990 -6.8734  0.000
C35 -1.1932 -2.3136 -6.4474  0.000
C36 -1.0146 -2.6257 -5.1064  0.000
C37 -0.7210 -1.6266 -4.1904  0.000
H27 1.8347 1.2771 -4.3233  0.000
H28 4.2661 1.2675 -4.4974  0.000
H29 5.6748 0.3770 -2.6743  0.000
H30 5.7977 -0.7731 -0.4672  0.000
H31 4.6072 -1.8154 1.4484  0.000
H32 2.1127 -1.7223 1.5074  0.001
H33 -0.7113 1.0347 -6.2908  0.000
H34 -1.2028 -0.7550 -7.9196  0.000
H35 -1.4502 -3.0906 -7.1559  0.000
H36 -1.1131 -3.6481 -4.7636  0.000
H37 -0.6147 -1.8629 -3.1415  0.000
N7 1.2941 -3.2250 -1.8553  0.001
C38 0.8175 -3.4399 -0.5972  0.005
N8 1.3247 -4.5321 0.0531  0.004
O3 -0.0281 -2.7270 -0.0657  0.043
H38 2.1583 -3.6496 -2.1432  0.000
H39 1.0897 -2.3168 -2.2455  0.000
H40 1.7902 -5.2670 -0.4485  0.000
H41 0.8570 -4.7827 0.9074  0.000

Atoms 1-3, force components in eV/Å:
-0.6 0.7 0.1
0.2 0.0 0.1
-0.2 -0.1 -0.1

As for the total energy: -71549.4138 eV. Its LUMO energy (spin up / spin down) is 0.071 / -0.896 eV. Its multiplicity is 6. The max |F| comes out at 0.9 eV Å⁻¹. As for the HOMO energy (spin up / spin down): -6.64 / -6.43 eV.

(4)
ORCA calculation (ωB97M-V with the def2-TZVPD basis set) on 2 unconnected molecules or ions with the total composition ClHIOPS at a distorted geometry.

Last column: natural (NBO) charge in e.
Cartesian coordinates (Å):
O1 0.0273 -2.1638 0.5165  -0.992
P1 0.2986 -1.2736 -0.5513  1.416
S1 2.0373 -0.6499 -1.1910  -0.401
I1 -1.6604 -0.3014 -1.6229  -0.026
Cl1 -0.2538 1.5364 1.5218  -0.288
H1 -0.4489 2.8523 1.3269  0.292

Atoms 1-3, force components in eV/Å:
-1.1 -2.0 2.3
2.3 3.0 -3.1
-1.9 -0.6 0.4

The SMILES is O=P(=S)I.Cl. As for the total energy: -42811.7256 eV. Its LUMO energy is -1.301 eV. Its energy relative to the best compared isomer or geometry (same formula, charge and spin) is 134.00 kJ/mol. The max |F| comes out at 4.9 eV Å⁻¹. As for the HOMO energy: -9.86 eV.

Q: The lowest max |F| belongs to which entry?
A: C7H9N